C99H209N11O11 | ωB97M-V/def2-TZVPD

Values from the calculation:
**Orbital gap**: 8.17 eV
**Energy**: -144945.8476 eV
**Total charge**: 0
**SMILES**: CC1(C)CCCC(C)(C)N1O.CC1(C)CCCC(C)(C)N1O.CC1(C)CCCC(C)(C)N1O.CC1(C)CCCC(C)(C)N1O.CC1(C)CCCC(C)(C)N1O.CC1(C)CCCC(C)(C)N1O.CC1(C)CCCC(C)(C)N1O.CC1(C)CCCC(C)(C)N1O.CC1(C)CCCC(C)(C)N1O.CC1(C)CCCC(C)(C)N1O.CC1(C)CCCC(C)(C)N1O

Element x y z (Å)
H1 -4.63 -4.24 1.80
H2 1.71 -5.46 -6.68
H3 1.19 -11.18 4.13
C1 -6.10 2.30 -2.71
H4 -0.15 -4.16 -6.58
H5 -1.54 7.28 7.05
H6 -2.10 -0.20 -7.46
C2 5.71 0.34 4.82
H7 -4.43 -2.60 1.88
H8 3.12 -7.40 2.10
H9 -3.23 -0.50 -5.28
C3 -2.94 5.68 6.33
N1 5.32 -1.05 5.10
C4 5.50 -0.62 -3.23
O1 -7.39 4.82 -3.38
C5 -4.58 -5.00 -2.54
O2 -0.33 -2.64 6.25
N2 -2.09 4.59 5.79
H10 8.66 0.40 -2.09
H11 5.63 0.07 0.51
H12 -0.81 2.44 -2.40
C6 2.59 -2.41 -7.26
O3 -0.61 2.39 -4.91
H13 3.75 -2.53 2.49
H14 1.43 6.34 1.76
H15 2.10 8.29 -0.42
H16 1.80 3.82 -3.07
H17 5.61 0.28 2.65
N3 6.50 -0.88 -0.90
H18 -1.33 6.71 -0.52
C7 -1.98 -2.00 4.68
H19 0.13 -1.42 -5.17
H20 4.38 1.40 6.07
H21 -2.60 7.39 4.16
O4 -0.39 -0.40 -2.33
C8 0.66 -9.29 3.09
C9 7.02 -2.27 -0.81
H22 -1.33 -4.38 -2.13
H23 5.24 0.27 -3.80
H24 -2.27 -3.23 8.46
H25 0.91 3.86 4.28
H26 -2.42 4.85 -3.98
H27 3.77 7.39 -1.49
C10 2.91 -0.53 4.57
H28 -3.28 4.37 8.07
H29 -4.07 7.08 -1.42
C11 -5.53 7.03 -3.92
C12 -5.24 -1.81 -0.63
H30 6.61 -4.28 -1.54
N4 0.02 0.07 -1.06
H31 -4.12 4.10 -5.25
H32 -2.03 0.09 5.41
H33 -0.75 0.73 -6.87
C13 -2.25 7.08 6.25
O5 -2.80 3.37 5.74
H34 -6.23 7.91 -1.52
H35 2.33 -4.51 -2.54
C14 4.57 1.33 5.00
H36 0.93 -5.06 3.72
C15 2.58 -0.78 -5.39
H37 -1.45 -1.99 2.56
H38 0.75 8.46 0.64
C16 4.08 -1.56 4.46
H39 -3.40 6.14 8.39
H40 3.33 1.05 3.22
H41 -5.38 2.09 -3.50
N5 -1.66 -2.56 5.99
H42 -0.64 2.61 1.20
H43 -6.83 -5.00 -2.44
C17 -4.32 3.16 -7.16
C18 1.67 -5.54 3.08
C19 -0.35 1.59 0.93
H44 2.51 1.58 4.58
C20 -5.98 -4.36 -2.22
C21 0.52 -4.37 -4.57
H45 1.63 2.46 0.53
H46 -5.08 6.49 -4.75
C22 8.01 -0.22 -2.71
C23 -4.07 1.75 -6.53
C24 -3.42 -4.07 -2.09
H47 -4.21 -2.57 -3.58
H48 8.78 -3.30 -1.52
O6 0.37 6.19 -2.63
C25 -0.06 3.70 4.75
C26 -5.63 6.17 -2.56
H49 -4.07 -1.53 5.22
H50 -3.38 6.19 -2.75
H51 -4.92 7.94 -3.85
H52 3.68 -2.32 -7.24
H53 1.59 1.29 -2.60
H54 6.19 -2.57 1.15
C27 2.07 -4.50 -4.64
H55 -7.34 4.52 -4.29
C28 -0.32 -6.33 1.64
H56 2.83 3.83 -0.70
H57 2.47 5.05 -4.00
H58 7.78 -1.95 1.28
C29 -2.88 5.36 7.85
C30 2.48 -5.22 -3.35
H59 2.36 -3.41 -7.65
H60 2.63 1.78 -1.23
C31 -0.61 6.16 0.09
H61 -2.98 7.88 6.37
C32 -2.74 0.40 -4.92
C33 3.32 0.90 4.30
H62 -2.31 2.81 6.35
C34 -2.04 4.51 3.35
H63 4.40 4.65 -0.92
C35 8.47 -2.26 -1.38
H64 8.01 0.21 -3.71
C36 -0.23 -3.61 -5.63
C37 3.34 4.79 -0.72
O7 5.40 -0.62 -0.11
C38 -3.55 -2.08 4.44
H65 3.13 0.50 -2.16
C39 3.58 -2.80 5.11
H66 -5.19 -3.25 4.34
H67 -0.27 -2.14 7.06
H68 -0.70 6.52 3.42
H69 -1.80 1.46 -8.07
H70 -1.70 -3.60 3.08
H71 1.29 -8.41 0.18
H72 0.41 -7.23 5.07
C40 -0.69 6.19 4.46
H73 6.01 -1.33 -3.88
H74 9.09 -1.73 -0.65
H75 -0.73 6.57 1.09
H76 6.29 0.85 6.80
H77 -1.31 -3.59 -5.50
H78 4.83 2.35 4.70
H79 3.02 -1.54 -0.77
C41 -0.75 2.58 -1.32
H80 -6.44 7.27 -4.47
C42 1.05 8.03 -0.31
H81 1.08 -0.37 1.37
H82 -6.23 4.19 0.17
O8 4.04 -3.28 -4.66
C43 6.57 -0.14 -2.19
C44 0.87 6.49 -0.27
H83 -4.86 4.83 5.75
H84 3.45 -2.72 6.19
H85 -4.53 5.30 0.03
C45 -3.84 -3.90 6.03
H86 -2.98 5.06 3.36
H87 -0.19 4.36 -6.92
C46 -4.34 5.78 5.67
H88 7.40 -3.67 1.01
H89 2.44 -6.64 0.74
H90 2.59 -3.06 4.74
C47 -5.02 -3.34 1.34
H91 0.35 -3.92 -3.59
H92 -7.58 6.99 -1.98
H93 3.46 -5.24 -6.23
H94 6.29 -2.35 5.89
H95 -0.51 -6.96 0.77
C48 2.17 -7.28 1.58
C49 -5.84 3.66 -1.92
H96 0.37 6.21 4.70
H97 -0.74 5.10 0.28
H98 4.59 -1.14 -2.93
H99 9.68 -1.53 -2.92
C50 6.17 -3.29 -1.62
H100 0.21 3.55 5.79
H101 -7.05 -3.87 -0.39
C51 2.21 0.93 -1.78
H102 -3.94 5.13 -6.61
N6 -3.63 -3.75 -0.62
C52 1.45 -0.04 -0.80
H103 0.30 -1.86 -6.80
H104 6.39 1.59 3.34
H105 2.73 0.14 0.87
H106 -3.80 -1.55 3.52
H107 -4.42 -1.11 -0.52
H108 -1.42 3.82 -8.07
H109 -1.93 -5.76 -1.48
H110 -2.42 -2.89 -3.54
C53 8.62 -1.62 -2.73
C54 -3.93 5.06 -0.86
C55 0.53 -2.22 -5.80
O9 -0.17 -7.56 4.38
H111 0.17 -5.39 -4.46
H112 -5.40 3.24 -7.07
C56 1.11 -10.13 4.39
C57 1.66 0.29 0.73
C58 2.63 4.52 -3.06
H113 -3.92 3.24 -8.17
N7 -1.89 2.59 -5.44
H114 -7.74 4.10 -0.74
H115 2.57 -0.55 5.60
H116 3.56 3.94 -3.10
H117 3.72 6.48 0.55
C59 -0.73 1.25 -0.52
H118 -1.94 -6.07 6.05
H119 2.22 0.12 -5.89
C60 -2.21 -5.02 -2.22
H120 -2.41 3.49 3.24
H121 -4.30 1.00 -7.28
H122 -1.22 8.29 4.66
H123 4.52 6.44 -2.84
C61 2.44 -5.40 -5.87
N8 1.25 5.87 -1.58
C62 4.29 -1.69 2.92
H124 -0.76 0.87 1.64
H125 6.68 2.10 -2.53
C63 -6.07 -4.24 -0.71
C64 1.74 -9.69 2.07
H126 1.26 4.77 1.04
C65 -2.18 -4.11 7.82
C66 -1.72 7.33 4.80
C67 -0.75 -9.66 2.54
H127 -6.01 -5.25 -0.32
C68 3.15 5.56 0.62
H128 2.14 -9.84 4.61
H129 -1.95 6.05 -5.30
H130 -0.22 -5.30 1.29
N9 -6.12 4.83 -2.83
H131 1.75 -1.92 -1.93
C69 6.21 0.53 3.52
H132 -2.69 1.52 0.23
H133 1.50 -2.27 -0.26
H134 1.52 -10.60 1.50
C70 7.18 -2.65 0.71
H135 -4.35 -3.26 6.75
H136 -1.26 -6.20 2.18
C71 -1.82 5.06 -4.87
C72 -1.79 0.81 -7.19
C73 -1.35 -2.63 3.43
H137 -0.72 -10.70 2.19
H138 2.69 -9.96 2.53
H139 -1.16 -4.43 8.02
H140 -4.43 6.02 4.61
C74 -3.34 -2.81 -2.96
H141 0.34 -9.99 5.15
H142 -1.58 5.38 -7.47
C75 6.43 1.37 -1.76
C76 -4.98 -3.25 -0.15
H143 3.55 -5.37 -3.23
H144 -0.78 4.95 -4.58
C77 -6.74 3.68 -0.65
C78 3.59 6.77 -2.37
H145 2.50 -5.81 3.73
H146 5.41 1.61 -1.43
O10 6.46 -1.92 5.05
C79 -1.60 -5.14 5.60
H147 -0.75 -1.26 -2.07
C80 2.08 -2.22 -5.80
H148 1.97 -4.73 2.41
C81 0.97 -6.80 2.46
H149 -3.77 -4.16 3.94
C82 -1.23 4.76 4.65
H150 4.19 -3.70 4.98
H151 -1.85 -5.34 4.56
H152 -6.08 -3.50 -2.90
H153 -2.35 -0.15 0.01
H154 3.66 -0.68 -5.38
H155 2.07 -0.82 3.94
H156 -3.21 0.77 -4.01
H157 -0.44 2.71 4.49
H158 -6.19 1.39 -2.13
C83 2.65 5.58 -1.92
H159 -1.74 -0.04 3.66
N10 0.77 -7.85 3.47
H160 -4.28 -4.89 6.11
H161 -4.81 1.49 -5.78
C84 -2.58 1.42 -6.07
H162 -2.90 4.97 -0.52
H163 -0.28 -2.69 3.61
C85 1.21 1.68 1.17
H164 -2.10 -5.50 -3.19
H165 6.10 -3.17 -2.70
H166 -0.52 -5.21 5.70
C86 -2.28 -3.90 6.27
C87 -3.62 4.17 -6.22
H167 -1.60 4.90 2.43
O11 -2.53 -3.02 -0.10
C88 1.94 -1.53 -0.93
H168 7.51 0.02 5.82
H169 3.11 7.29 -3.21
H170 -2.89 -4.81 8.28
C89 -2.07 3.97 -5.94
H171 7.05 1.64 -0.91
H172 2.22 -1.76 -8.06
H173 5.14 -3.50 -1.30
H174 -1.86 5.32 8.24
C90 6.75 0.80 5.81
C91 1.65 5.77 0.86
H175 -2.72 0.86 -1.37
H176 4.23 -2.57 -4.06
H177 7.08 -0.10 3.32
C92 -4.16 6.15 -1.99
C93 -4.38 3.70 -1.46
H178 0.44 8.50 -1.09
H179 3.68 5.01 1.40
H180 -4.25 2.95 -0.68
H181 -6.06 -3.12 1.61
H182 -1.01 -9.09 1.65
H183 -4.82 6.59 6.22
H184 -7.03 2.38 -3.27
C94 2.03 -8.61 0.96
H185 -4.51 -6.01 -2.14
H186 -4.58 -5.10 -3.62
C95 -6.59 6.88 -1.54
H187 -1.46 3.23 -0.82
H188 -0.73 2.37 -3.95
H189 0.67 7.08 -2.84
H190 7.11 1.82 5.68
H191 8.07 -2.09 -3.55
H192 0.21 3.11 -1.35
H193 2.92 -9.05 0.51
H194 -5.58 -1.78 -1.66
H195 1.42 1.89 2.22
H196 -3.78 3.23 -2.24
H197 -6.87 2.61 -0.46
H198 -1.75 0.06 -4.61
H199 -3.09 -1.94 -2.37
H200 5.34 -1.75 2.66
H201 1.92 -6.11 -3.03
H202 -6.03 -1.40 0.00
H203 -0.49 -0.36 4.99
H204 -6.58 6.52 -0.51
H205 2.12 -0.55 -4.43
H206 2.61 -6.41 -5.50
C96 -1.26 4.39 -7.16
N11 2.65 -3.19 -4.76
C97 -4.16 -3.43 4.65
H207 -1.58 -9.56 3.24
C98 -1.52 -0.47 4.63
C99 -2.16 0.83 -0.43
H208 3.79 -0.89 2.36
H209 -2.05 -3.70 0.37

Mulliken atomic charge list, values in e, 4 entries: 0.44 0.30 0.42 -1.77